Entry 1:
A cluster of 2 separate species, C4H11NO in total in a non-equilibrium geometry. Source: the OMol25 dataset; level of theory: wB97M-V/def2-TZVPD.

Summary:
SMILES string ... C=CO.CCN
Kohn-Sham gap ... 10.41 eV

Geometry as ORCA input:
```
! RIJCOSX wB97M-V def2-TZVPD def2/J DEFGRID3
* xyz 0 1
C 0.3240 -0.7564 1.9880
C -0.8604 -0.5325 2.5544
O -2.0459 -1.0194 2.0376
H 1.2067 -0.4548 2.5326
H 0.4200 -1.2068 1.0139
H -1.0311 -0.1670 3.5734
H -1.8369 -1.9488 1.8859
C 1.9194 1.0701 -2.4654
C 0.5521 1.2834 -1.8032
N -0.1833 0.0012 -1.6564
H 2.4159 0.2113 -2.0036
H 2.5522 1.9494 -2.5403
H 1.7364 0.7424 -3.4971
H -0.0817 1.9691 -2.3697
H 0.6770 1.6761 -0.8008
H 0.5243 -0.6801 -1.4006
H -0.5180 -0.3365 -2.5561
*
```

***

Entry 2:
The molecule C23H26ClFN2O3S. Source: the OMol25 dataset; level of theory: wB97M-V/def2-TZVPD.

Summary:
SMILES string ... O=C(CN(Cc1ccccc1F)S(=O)(=O)c1ccc(Cl)cc1)NCCC1=CCCCC1
Kohn-Sham gap ... 9.15 eV

Geometry as ORCA input:
```
! RIJCOSX wB97M-V def2-TZVPD def2/J DEFGRID3
* xyz 0 1
O -1.1266 2.7410 -3.4447
C -0.9145 1.6486 -2.9568
C -1.8653 1.0033 -1.9378
N -1.2671 0.9236 -0.6191
C -0.8237 2.1859 -0.0496
C -0.7096 2.0622 1.4419
C 0.5048 2.1976 2.0994
C 0.5872 2.0650 3.4753
C -0.5473 1.7938 4.2205
C -1.7714 1.6552 3.5898
C -1.8322 1.7923 2.2169
F -3.0299 1.6505 1.6088
S -0.2102 -0.3395 -0.3398
O -0.4695 -1.3541 -1.3256
O 1.1444 0.1242 -0.2155
C -0.7675 -0.9455 1.2473
C 0.1273 -1.0844 2.2902
C -0.3232 -1.5303 3.5200
C -1.6690 -1.8315 3.6779
Cl -2.2405 -2.3556 5.2145
C -2.5635 -1.7136 2.6217
C -2.1030 -1.2696 1.3955
N 0.1681 0.8993 -3.2116
C 1.2436 1.3452 -4.0705
C 1.7915 0.2057 -4.9391
C 2.8465 -0.6021 -4.2293
C 4.1232 -0.5220 -4.5810
C 5.2372 -1.2729 -3.9182
C 4.7982 -1.8782 -2.5882
C 3.4360 -2.5394 -2.7562
C 2.3945 -1.4750 -3.0918
H -2.7796 1.5985 -1.8709
H -2.1069 -0.0160 -2.2411
H -1.5713 2.9407 -0.3097
H 0.1437 2.4863 -0.4699
H 1.3915 2.3974 1.5184
H 1.5413 2.1753 3.9671
H -0.4844 1.6914 5.2927
H -2.6728 1.4471 4.1439
H 1.1622 -0.8305 2.1270
H 0.3567 -1.6400 4.3497
H -3.6039 -1.9593 2.7636
H -2.7710 -1.1563 0.5574
H 0.2725 0.0042 -2.7566
H 0.8290 2.1440 -4.6913
H 2.0560 1.7647 -3.4646
H 2.2240 0.6397 -5.8421
H 0.9597 -0.4371 -5.2374
H 4.4177 0.1063 -5.4121
H 5.5740 -2.0673 -4.5941
H 6.0880 -0.6026 -3.7679
H 5.5397 -2.6022 -2.2443
H 4.7187 -1.0910 -1.8359
H 3.4874 -3.2726 -3.5644
H 3.1456 -3.0598 -1.8418
H 2.2269 -0.8583 -2.2027
H 1.4435 -1.9536 -3.3393
*
```

***

Entry 3:
The molecule C5H8O in a non-equilibrium geometry. Source: the OMol25 dataset; level of theory: wB97M-V/def2-TZVPD.

Summary:
Kohn-Sham gap (spin up / spin down) ... 8.68 / 8.72 eV

Geometry as ORCA input:
```
! RIJCOSX wB97M-V def2-TZVPD def2/J DEFGRID3
* xyz 0 1
O -1.1368 2.0393 0.8411
C -1.5192 0.7403 0.9620
C -0.4140 0.3153 0.1328
C 1.0555 0.3028 0.4063
C 1.1962 -0.8767 -0.5962
C -0.2520 -0.5728 -1.0856
H -2.5184 0.5080 0.5634
H -1.3681 0.2129 1.9086
H 1.5056 1.2273 0.0331
H 1.3605 0.1548 1.4447
H 1.9831 -0.7976 -1.3542
H 1.3021 -1.8440 -0.0927
H -0.2607 0.0425 -1.9802
H -0.9502 -1.4148 -1.2230
*
```

***

Entry 4:
A structure of composition C6H18BF4KO3 in a non-equilibrium geometry. Source: the OMol25 dataset; level of theory: wB97M-V/def2-TZVPD.

Summary:
Kohn-Sham gap (spin up / spin down) ... 10.61 / 2.88 eV

Geometry as ORCA input:
```
! RIJCOSX wB97M-V def2-TZVPD def2/J DEFGRID3
* xyz 1 2
K 3.6375 -8.1033 -17.3116
B 0.9042 -6.7627 -16.4795
F 1.0199 -7.4656 -17.6729
F 0.0350 -7.4236 -15.6982
F 2.1478 -6.7248 -15.8593
F 0.5234 -5.5128 -16.7244
C 6.0580 -10.8180 -19.4346
C 4.6727 -10.6901 -20.0341
O 3.8318 -10.0819 -19.1571
H 6.5297 -9.8414 -19.3266
H 6.7551 -11.4560 -19.9779
H 6.0285 -11.1637 -18.4012
H 4.2291 -11.6533 -20.2865
H 4.7103 -10.1183 -20.9613
H 3.2032 -10.7234 -18.8183
C 5.8575 -6.3113 -21.2352
C 4.8892 -7.0541 -20.3203
O 4.0310 -6.1435 -19.6578
H 6.3917 -7.0239 -21.8636
H 6.5862 -5.7325 -20.6677
H 5.2919 -5.7195 -21.9549
H 5.4412 -7.6417 -19.5868
H 4.1432 -7.6890 -20.7984
H 3.4570 -5.7352 -20.3100
C 5.5652 -7.5672 -14.3345
C 6.7234 -7.4472 -15.2883
O 6.2597 -7.6216 -16.6074
H 5.0546 -8.5246 -14.4378
H 4.8315 -6.8021 -14.5884
H 5.8324 -7.4020 -13.2908
H 7.4967 -8.1778 -15.0510
H 7.1837 -6.4598 -15.2529
H 6.9512 -7.2336 -17.1485
*
```